{
  "formula": "C5H6MgO4",
  "method": "ωB97M-V/def2-TZVPD",
  "gap_ev": 6.37,
  "total_charge": 2,
  "e_above_lowest_kj_mol": 206.5,
  "lumo_ha": -0.3915,
  "max_force_ev_per_a": 2.67,
  "e_homo_ev": -17.02,
  "elements": ["O", "C", "C", "O", "Mg", "H", "H", "C", "C", "O", "C", "O", "H", "H", "H", "H"],
  "xyz": [[-0.911, -0.737, -1.936], [-0.975, 0.481, -2.154], [0.351, 1.212, -2.236], [1.368, 0.536, -2.156], [1.169, -1.521, -2.010], [-1.890, 1.039, -1.912], [0.371, 2.311, -2.232], [0.045, 1.295, 2.383], [0.123, 0.017, 2.048], [0.376, -0.292, 0.702], [0.284, -1.470, 0.181], [-0.021, -2.407, 1.009], [0.083, 2.087, 1.634], [-0.112, -0.829, 2.689], [-0.234, 1.553, 3.403], [-0.027, -3.277, 0.587]]
}